ORCA calculation (ωB97M-V/def2-TZVPD) on C3H7NO2 in the gas phase.

Its spin multiplicity is 1. As for the total energy: -8809.09365 eV. The calculation puts the largest force on an atom at 0.01591 hartree/bohr. Its SMILES is O=CNCCO. As for the gap between HOMO and LUMO: 10.51 eV. The HOMO energy comes out at -9.835 eV.

Last columns: bonded neighbours and bond lengths (Å).
Atoms and positions in Å:
1 O 1.500 -0.751 1.284  C2 1.225
2 C 1.768 0.007 0.359  O1 1.225, N3 1.361, H7 1.110
3 N 0.901 0.606 -0.502  C2 1.361, C4 1.554, H8 1.019
4 C -0.612 0.397 -0.791  N3 1.554, C5 1.551, H9 1.101, H10 1.091
5 C -1.378 -0.540 0.180  C4 1.551, O6 1.389, H11 1.110, H12 1.106
6 O -0.984 -0.170 1.459  C5 1.389, H13 0.989
7 H 2.841 0.231 0.192  C2 1.110
8 H 1.415 1.190 -1.160  N3 1.019
9 H -1.131 1.365 -0.726  C4 1.101
10 H -0.631 0.046 -1.824  C4 1.091
11 H -2.479 -0.408 0.124  C5 1.110
12 H -1.224 -1.612 -0.043  C5 1.106
13 H -0.034 -0.440 1.502  O6 0.989

Listed below, in e, are the Mulliken charges computed for each atom:
1 O -0.62
2 C 0.09
3 N -0.19
4 C -0.35
5 C -0.44
6 O -0.58
7 H 0.33
8 H 0.24
9 H 0.26
10 H 0.30
11 H 0.31
12 H 0.25
13 H 0.40

---

ORCA calculation (ωB97M-V/def2-TZVPD) on C3H7NO2 in the gas phase.

Its spin multiplicity is 1. As for the total energy: -8808.31430 eV. The calculation puts the largest force on an atom at 0.08947 hartree/bohr. Its SMILES is O=CNCCO. As for the gap between HOMO and LUMO: 10.16 eV. The HOMO energy comes out at -9.542 eV.

Last columns: bonded neighbours and bond lengths (Å).
Atoms and positions in Å:
1 O 2.060 -1.327 -0.085  C2 1.250
2 C 1.535 -0.228 0.195  O1 1.250, N3 1.368, H7 1.103
3 N 0.399 -0.083 0.944  C2 1.368, C4 1.465, H8 0.986
4 C -0.648 0.933 0.822  N3 1.465, C5 1.640, H9 1.073, H10 1.088
5 C -1.684 0.805 -0.443  C4 1.640, O6 1.434, H11 1.166, H12 1.101
6 O -1.227 -0.322 -1.203  C5 1.434, H13 1.055
7 H 1.991 0.716 -0.147  C2 1.103
8 H 0.052 -0.992 1.103  N3 0.986
9 H -1.137 0.945 1.776  C4 1.073
10 H -0.067 1.826 0.603  C4 1.088
11 H -2.701 0.413 -0.031  C5 1.166
12 H -1.631 1.832 -0.837  C5 1.101
13 H -1.177 -0.033 -2.216  O6 1.055

Listed below, in e, are the Mulliken charges computed for each atom:
1 O -0.58
2 C 0.13
3 N -0.22
4 C -0.62
5 C -0.22
6 O -0.51
7 H 0.31
8 H 0.22
9 H 0.34
10 H 0.31
11 H 0.22
12 H 0.30
13 H 0.32

---

ORCA calculation (ωB97M-V/def2-TZVPD) on 2 unconnected molecules or ions with the total composition C3H7NO2.

Its spin multiplicity is 1. As for the total energy: -8808.28472 eV. The calculation puts the largest force on an atom at 0.02828 hartree/bohr. Its SMILES is C=CN.O=CO. As for the gap between HOMO and LUMO: 10.31 eV. The HOMO energy comes out at -9.412 eV.

Last columns: bonded neighbours and bond lengths (Å).
Atoms and positions in Å:
1 C 1.117 0.892 1.038  C2 1.329, H4 1.076, H5 1.081
2 C 1.212 -0.286 1.646  C1 1.329, N3 1.446, H6 1.089
3 N 1.016 -1.517 0.912  C2 1.446, H7 1.012, H8 1.008
4 H 0.825 1.757 1.607  C1 1.076
5 H 1.023 0.810 -0.036  C1 1.081
6 H 1.518 -0.429 2.682  C2 1.089
7 H 1.869 -2.046 1.036  N3 1.012
8 H 0.232 -2.036 1.277  N3 1.008
9 O -1.295 -0.592 -1.604  C10 1.191
10 C -1.492 0.357 -2.294  O9 1.191, O11 1.360, H12 1.096
11 O -2.284 1.397 -1.915  C10 1.360, H13 0.972
12 H -1.141 0.575 -3.310  C10 1.096
13 H -2.601 1.118 -1.039  O11 0.972

Listed below, in e, are the Mulliken charges computed for each atom:
1 C -0.59
2 C -0.14
3 N -0.53
4 H 0.26
5 H 0.22
6 H 0.33
7 H 0.23
8 H 0.23
9 O -0.45
10 C 0.21
11 O -0.42
12 H 0.33
13 H 0.32

---

ORCA calculation (ωB97M-V/def2-TZVPD) on C3H7NO2 in the gas phase.

Its spin multiplicity is 1. As for the total energy: -8808.93630 eV. The calculation puts the largest force on an atom at 0.00923 hartree/bohr. Its SMILES is [H]/N=C/OCCO. As for the gap between HOMO and LUMO: 10.85 eV. The HOMO energy comes out at -9.943 eV.

Last columns: bonded neighbours and bond lengths (Å).
Atoms and positions in Å:
1 H 0.875 -1.160 2.386  N2 1.016
2 N 0.488 -0.777 1.528  H1 1.016, C3 1.269
3 C 0.288 0.472 1.631  N2 1.269, O4 1.331, H8 1.094
4 O -0.210 1.229 0.655  C3 1.331, C5 1.443
5 C -0.621 0.573 -0.562  O4 1.443, C6 1.519, H9 1.094, H10 1.096
6 C 0.535 0.344 -1.520  C5 1.519, O7 1.403, H11 1.100, H12 1.102
7 O 1.451 -0.643 -1.125  C6 1.403, H13 0.974
8 H 0.495 1.089 2.510  C3 1.094
9 H -1.335 1.268 -1.013  C5 1.094
10 H -1.129 -0.364 -0.307  C5 1.096
11 H 1.049 1.307 -1.655  C6 1.100
12 H 0.100 0.077 -2.496  C6 1.102
13 H 1.166 -0.994 -0.262  O7 0.974

Listed below, in e, are the Mulliken charges computed for each atom:
1 H 0.21
2 N -0.69
3 C 0.25
4 O -0.36
5 C -0.55
6 C -0.37
7 O -0.55
8 H 0.39
9 H 0.31
10 H 0.42
11 H 0.26
12 H 0.29
13 H 0.39

---

ORCA calculation (ωB97M-V/def2-TZVPD) on 3 unconnected molecules or ions with the total composition C3H7NO2.

Its spin multiplicity is 1. As for the total energy: -8808.70669 eV. The calculation puts the largest force on an atom at 0.01794 hartree/bohr. Its SMILES is N=C=O.C=C.O. As for the gap between HOMO and LUMO: 10.61 eV. The HOMO energy comes out at -10.056 eV.

Last columns: bonded neighbours and bond lengths (Å).
Atoms and positions in Å:
1 N -1.510 -1.093 -0.654  C2 1.219, H4 1.008
2 C -1.607 -0.145 -1.415  N1 1.219, O3 1.167
3 O -1.599 0.807 -2.090  C2 1.167
4 H -2.142 -1.877 -0.639  N1 1.008
5 C 0.414 1.684 0.022  C6 1.328, H7 1.088, H8 1.088
6 C 1.144 0.929 0.836  C5 1.328, H9 1.088, H10 1.086
7 H -0.573 2.042 0.309  C5 1.088
8 H 0.761 1.970 -0.968  C5 1.088
9 H 2.132 0.573 0.553  C6 1.088
10 H 0.793 0.627 1.818  C6 1.086
11 O 0.745 -2.002 1.109  H12 0.970, H13 0.964
12 H 0.024 -1.498 0.700  O11 0.970
13 H 1.419 -2.017 0.419  O11 0.964

Listed below, in e, are the Mulliken charges computed for each atom:
1 N -0.52
2 C 0.70
3 O -0.40
4 H 0.22
5 C -0.59
6 C -0.54
7 H 0.32
8 H 0.25
9 H 0.26
10 H 0.30
11 O -0.65
12 H 0.33
13 H 0.32

---

ORCA calculation (ωB97M-V/def2-TZVPD) on C3H7NO2 in the gas phase.

Its spin multiplicity is 1. As for the total energy: -8809.10024 eV. The calculation puts the largest force on an atom at 0.08402 hartree/bohr. Its SMILES is C[C@H](N)C(=O)O. As for the gap between HOMO and LUMO: 10.57 eV. The HOMO energy comes out at -9.910 eV.

Last columns: bonded neighbours and bond lengths (Å).
Atoms and positions in Å:
1 C -0.671 1.389 -0.198  C2 1.501, H7 1.035, H8 1.088, H9 1.113
2 C 0.114 0.191 0.254  C1 1.501, N3 1.518, C4 1.501, H10 1.103
3 N 1.533 0.245 -0.284  C2 1.518, H11 1.098, H12 0.990
4 C -0.493 -1.111 -0.179  C2 1.501, O5 1.231, O6 1.458
5 O -1.565 -1.056 -0.783  C4 1.231
6 O 0.058 -2.297 0.466  C4 1.458, H13 0.929
7 H -1.677 1.370 0.043  C1 1.035
8 H -0.640 1.578 -1.268  C1 1.088
9 H -0.212 2.296 0.255  C1 1.113
10 H 0.042 0.084 1.350  C2 1.103
11 H 2.042 -0.715 -0.129  N3 1.098
12 H 2.145 0.857 0.196  N3 0.990
13 H -0.677 -2.834 0.277  O6 0.929

Listed below, in e, are the Mulliken charges computed for each atom:
1 C -1.38
2 C 0.77
3 N -0.72
4 C 0.29
5 O -0.53
6 O -0.44
7 H 0.39
8 H 0.33
9 H 0.33
10 H 0.13
11 H 0.27
12 H 0.24
13 H 0.32

---

ORCA calculation (ωB97M-V/def2-TZVPD) on C3H7NO2 in the gas phase.

Its spin multiplicity is 1. As for the total energy: -8809.60640 eV. The calculation puts the largest force on an atom at 0.06644 hartree/bohr. Its SMILES is NC(=O)CCO. As for the gap between HOMO and LUMO: 10.28 eV. The HOMO energy comes out at -9.659 eV.

Last columns: bonded neighbours and bond lengths (Å).
Atoms and positions in Å:
1 N 1.119 -1.445 -0.034  C2 1.399, H7 1.032, H8 0.998
2 C 1.376 -0.071 -0.058  N1 1.399, O3 1.230, C4 1.533
3 O 2.488 0.377 -0.332  C2 1.230
4 C 0.246 0.850 0.418  C2 1.533, C5 1.518, H9 1.105, H10 1.094
5 C -1.100 0.665 -0.257  C4 1.518, O6 1.488, H11 1.175, H12 1.139
6 O -1.586 -0.703 0.070  C5 1.488, H13 1.019
7 H 0.177 -1.821 0.158  N1 1.032
8 H 1.891 -2.062 -0.176  N1 0.998
9 H 0.601 1.871 0.189  C4 1.105
10 H 0.146 0.704 1.497  C4 1.094
11 H -1.036 0.864 -1.414  C5 1.175
12 H -1.781 1.440 0.224  C5 1.139
13 H -2.541 -0.668 -0.285  O6 1.019

Listed below, in e, are the Mulliken charges computed for each atom:
1 N -0.33
2 C 0.40
3 O -0.62
4 C -0.53
5 C -0.24
6 O -0.54
7 H 0.22
8 H 0.21
9 H 0.26
10 H 0.30
11 H 0.27
12 H 0.28
13 H 0.31

---

ORCA calculation (ωB97M-V/def2-TZVPD) on 2 unconnected molecules or ions with the total composition C3H7NO2.

Its spin multiplicity is 1. As for the total energy: -8803.76868 eV. The calculation puts the largest force on an atom at 0.08099 hartree/bohr. As for the gap between HOMO and LUMO: 9.43 eV. The HOMO energy comes out at -8.919 eV.

Last columns: bonded neighbours and bond lengths (Å).
Atoms and positions in Å:
1 C -1.335 -0.490 0.026  N4 1.227, O6 1.331
2 C 1.702 -0.372 0.429  C3 1.453, H7 1.022, H8 1.062, H9 1.045
3 C 0.711 -0.146 -0.610  C2 1.453, H10 1.117, H11 1.100
4 N -1.666 -1.486 0.662  C1 1.227, H12 1.033
5 O -3.305 0.786 -0.298  O6 1.510, H13 0.930
6 O -1.807 0.664 -0.441  C1 1.331, O5 1.510
7 H 2.268 0.467 0.567  C2 1.022
8 H 1.190 -0.692 1.302  C2 1.062
9 H 2.332 -1.127 0.076  C2 1.045
10 H 0.512 0.911 -0.913  C3 1.117
11 H 0.957 -0.872 -1.398  C3 1.100
12 H -2.586 -1.596 1.119  N4 1.033
13 H -3.559 0.819 -1.192  O5 0.930

Listed below, in e, are the Mulliken charges computed for each atom:
1 C 0.43
2 C -0.95
3 C -0.45
4 N -0.50
5 O -0.36
6 O -0.23
7 H 0.30
8 H 0.31
9 H 0.33
10 H 0.28
11 H 0.28
12 H 0.26
13 H 0.32

---

Number 1: E_LUMO 0.7 eV. Number 2: E_LUMO 0.6 eV. Number 3: E_LUMO 0.9 eV. Number 4: E_LUMO 0.9 eV. Number 5: E_LUMO 0.6 eV. Number 6: E_LUMO 0.7 eV. Number 7: E_LUMO 0.6 eV. Number 8: E_LUMO 0.5 eV.